Record 1
19
Properties=species:S:1:pos:R:3:forces:R:3:nbo_charge:R:1 method="wB97M-V/def2-TZVPD" homo_lumo_gap_ev=9.83 homo_energy_ha=-0.335 de_lowest_kcal_mol=53.11 smiles=C[C@@H]1N[C@H]1CN.O e_tot_ev=-9368.8908
C -0.9751 2.5277 -0.1100 -1.3168 0.3619 1.0535 -0.614
C -0.4197 1.1997 0.3026 -0.2991 -0.4994 -1.2150 -0.090
C -0.8862 -0.0414 -0.3674 0.6261 -1.1376 0.9482 -0.096
C -0.9742 -1.3491 0.4438 0.0869 -0.7924 -0.1744 -0.226
H -1.0760 2.5218 -1.1903 0.2138 0.3519 -0.1116 0.224
H -2.0167 2.6684 0.3107 0.9820 -0.1905 -0.3624 0.203
H -0.3897 3.3746 0.2873 -0.0274 -0.3170 -0.5229 0.209
H -0.1597 1.0602 1.3363 0.2917 0.0339 0.3396 0.189
H 1.2112 0.1004 -0.2755 0.3081 -0.7475 0.2111 0.362
H -1.5751 -0.0209 -1.1760 -0.6661 0.2913 -0.5282 0.204
H 0.0575 -1.5107 0.8507 -0.8698 0.1664 0.2883 0.172
H -1.7457 -1.2756 1.2575 0.8784 0.0850 -0.6397 0.196
H -1.8053 -3.2980 0.1892 0.7315 0.9994 -0.6380 0.361
H -0.5804 -2.9193 -0.8619 0.7952 -0.4650 -0.4551 0.355
H 4.1029 0.3592 -0.2049 -0.1995 1.3717 -0.5979 0.464
H 4.4812 -0.8770 0.3884 -1.1041 -0.3649 -0.3075 0.465
N 0.4171 0.5143 -0.7249 -0.4267 0.9905 0.3362 -0.603
N -1.3658 -2.5495 -0.3885 -1.2371 0.8558 1.4645 -0.849
O 3.6997 -0.4847 -0.0673 1.2329 -0.9936 0.9113 -0.928

=====

Record 2
19
Properties=species:S:1:pos:R:3:forces:R:3:nbo_charge:R:1 method="wB97M-V/def2-TZVPD" homo_lumo_gap_ev="11.20 / 6.23" charge=+1 homo_energy_ha="-0.517 / -0.506" de_lowest_kcal_mol=21.40 spin_multiplicity=2 s_squared=0.756 e_tot_ev=-9361.4897
C -0.2162 0.5586 0.0539 -0.6973 -0.0620 1.2861 -0.265
N 0.6859 0.1364 1.0616 -0.0614 0.3254 -1.3584 -0.228
C 0.2691 -0.9214 1.9558 -0.2593 0.8822 1.4877 0.047
O -0.8898 -0.4029 2.5852 -0.0189 -0.6048 -0.1856 -0.690
C 0.1822 0.0208 -1.4035 1.6214 0.7376 -0.4368 -0.009
C -1.0913 -0.2712 -2.1561 -0.9696 -0.7966 0.6069 -0.637
N 1.1021 0.9317 -2.0328 0.1224 -0.5098 -0.4208 -0.780
H -1.1833 0.1099 0.2747 0.0051 0.0128 0.1194 0.247
H -0.3274 1.6431 0.0856 0.2685 0.0222 -0.4879 0.272
H 1.6119 0.5600 1.0817 -0.1022 -0.1168 0.2399 0.425
H 0.0720 -1.8406 1.4094 -0.1289 -0.0436 -0.1789 0.210
H 1.0041 -1.0692 2.7421 0.5100 -0.2865 -0.4579 0.211
H -0.7060 -0.3127 3.5277 -0.1753 0.0682 -0.0575 0.501
H 0.7450 -0.8699 -1.1341 -0.2121 -0.3447 -0.4609 0.201
H -1.9130 0.4052 -1.9350 0.1282 0.3682 0.0334 0.233
H -1.0091 -0.3353 -3.2319 0.4787 0.0371 -0.1856 0.250
H -1.4324 -1.2452 -1.7928 -0.1507 0.0134 -0.2179 0.234
H 1.9583 0.4788 -2.3363 0.0416 0.0143 0.3872 0.387
H 0.7510 1.3684 -2.8768 -0.4003 0.2834 0.2875 0.389

=====

Record 3
20
Properties=species:S:1:pos:R:3:forces:R:3:nbo_charge:R:1 method="wB97M-V/def2-TZVPD" homo_lumo_gap_ev=9.74 homo_energy_ha=-0.333 de_lowest_kcal_mol=32.15 smiles="CN[C@H](C)C(N)=O.O" e_tot_ev=-11417.8225
C 1.7626 0.7054 0.5742 -1.1168 -0.3527 0.0061 -0.421
N 1.4412 -0.1901 -0.5283 0.7337 0.0715 0.2067 -0.651
C -0.9590 0.6842 -1.1032 0.5406 -1.5362 -1.0816 -0.651
C 0.0631 -0.4699 -0.8871 -0.2000 0.5208 -0.0466 -0.139
C -0.5734 -1.4559 0.1193 0.7227 0.4034 1.1209 0.655
N 0.3271 -2.2892 0.7019 0.2987 -0.3178 -0.2734 -0.829
O -1.7241 -1.3691 0.4916 -0.3164 -0.2426 -0.4617 -0.611
H 2.7841 0.5467 0.9046 0.0881 0.0851 0.0147 0.210
H 1.5932 1.7640 0.3574 0.3370 0.0905 -0.0810 0.163
H 1.0809 0.4522 1.3920 0.2243 0.0301 0.1826 0.203
H 2.0431 -0.0101 -1.3155 -0.2461 -0.0107 -0.2103 0.369
H -1.4116 1.0947 -0.2139 0.0615 0.1292 0.0543 0.242
H -1.7183 0.1405 -1.6700 -0.4667 0.4287 0.2274 0.235
H -0.5441 1.3914 -1.8212 0.0517 0.3879 0.3246 0.198
H 0.1718 -0.9552 -1.8576 -0.2704 -0.2813 0.0091 0.216
H 0.0822 -2.9223 1.4425 -0.3399 0.1183 -0.0665 0.401
H 1.2993 -2.1882 0.4653 -0.0289 0.0621 -0.1062 0.410
H -0.5761 3.6817 -0.2749 -0.1432 0.0172 0.3557 0.465
H -0.0902 2.4183 0.3662 -0.0612 -0.0442 0.1993 0.464
O -0.5721 3.2218 0.5783 0.1313 0.4407 -0.3741 -0.928

=====

Record 4
20
Properties=species:S:1:pos:R:3:forces:R:3:nbo_charge:R:1 method="wB97M-V/def2-TZVPD" homo_lumo_gap_ev=9.18 homo_energy_ha=-0.314 de_lowest_kcal_mol=76.03 smiles="NCC[C@@H](N)C=O.O" e_tot_ev=-11415.9198
O 1.5579 2.3063 1.2528 -0.1244 0.5265 0.6289 -0.542
C 0.4295 2.2318 0.8324 1.9664 -0.1670 -1.5185 0.425
C 0.0955 1.0049 -0.1159 -0.6174 0.0512 2.9746 -0.144
C 0.7909 -0.2242 0.6231 0.3584 0.9335 -0.5324 -0.440
C 0.7244 -1.5683 -0.1697 -0.4551 0.0590 0.4429 -0.230
N 0.6172 -1.5077 -1.6375 0.5555 -0.9144 1.9242 -0.853
N -1.3359 0.8561 -0.0141 0.7545 0.3046 -0.1392 -0.889
H -0.2584 3.0865 1.0606 -0.3785 -0.8892 -0.2953 0.130
H 0.4392 1.1530 -1.1402 0.1979 0.1088 0.1454 0.209
H 1.7436 0.1397 1.0156 0.4854 -0.3248 -0.9810 0.242
H 0.3149 -0.3278 1.6047 -0.6777 -0.2149 -0.2203 0.198
H 1.4778 -2.3199 0.0652 0.4640 0.4701 0.2757 0.193
H -0.1909 -1.9874 0.2168 0.3245 -0.1994 -0.2332 0.183
H -0.2246 -0.9932 -1.8261 0.3651 0.6397 -0.8102 0.370
H 1.5368 -1.2145 -1.9445 -0.7268 0.6538 -0.8381 0.366
H -1.6147 0.1052 0.5785 -0.7392 -0.3092 -0.4501 0.397
H -1.8826 1.2102 -0.7639 -0.6383 -0.3486 -0.1644 0.377
H -2.5065 -2.1917 -1.1803 0.1066 -0.7961 0.1076 0.490
H -1.6577 -2.8615 0.0567 -0.8607 0.2378 -1.1236 0.488
O -2.0456 -2.0621 -0.3497 -0.3602 0.1787 0.8069 -0.969

=====

Record 5
20
Properties=species:S:1:pos:R:3:forces:R:3:nbo_charge:R:1 method="wB97M-V/def2-TZVPD" homo_lumo_gap_ev=9.61 homo_energy_ha=-0.328 de_lowest_kcal_mol=32.33 smiles="CN(C)CC(N)=O.O" e_tot_ev=-11417.8150
C 0.3530 1.9291 -0.9855 0.4544 -0.3298 -0.7426 -0.409
N -0.0626 0.5386 -1.0816 -0.0155 0.1939 0.5130 -0.473
C -0.2463 0.1006 -2.4506 -1.5296 -0.1440 0.1651 -0.419
C 0.6545 -0.4406 -0.2715 0.3821 0.5491 -0.8946 -0.333
C -0.2459 -1.3627 0.5168 0.4570 -0.7347 0.3338 0.648
N -1.4954 -0.9029 0.6588 -0.3914 0.5262 -0.2012 -0.833
O 0.1898 -2.3593 1.0645 0.0048 -0.0435 -0.0965 -0.624
H 0.5645 2.2454 0.0271 -0.0718 -0.0511 0.2041 0.212
H 1.2580 2.1104 -1.5915 0.0159 0.0611 0.1526 0.168
H -0.4281 2.5460 -1.4147 -0.1926 0.2417 0.0462 0.198
H -1.2155 0.4705 -2.8172 0.2828 0.3052 -0.0852 0.197
H -0.4281 -0.9741 -2.4212 0.5011 -0.1088 -0.2804 0.208
H 0.5168 0.4028 -3.1758 0.3036 -0.1868 0.2324 0.183
H 1.2573 0.0243 0.4949 0.2562 0.4796 0.1711 0.233
H 1.3685 -0.9661 -0.9117 -0.1032 -0.5222 0.3175 0.215
H -2.1793 -1.3852 1.2106 0.0161 -0.1106 0.0227 0.408
H -1.7040 -0.0763 0.1168 -0.2684 -0.0613 0.0198 0.417
H 0.9158 0.8802 2.9907 0.3077 0.1614 0.3043 0.472
H 0.0820 1.3544 1.8756 0.0449 0.4337 0.0871 0.461
O 0.7683 1.6840 2.4777 -0.4538 -0.6593 -0.2692 -0.929

=====

Record 6
20
Properties=species:S:1:pos:R:3:forces:R:3:nbo_charge:R:1 method="wB97M-V/def2-TZVPD" homo_lumo_gap_ev=9.04 homo_energy_ha=-0.297 de_lowest_kcal_mol=137.68 smiles=CN[C@H](N)[C@@H](C)OO e_tot_ev=-11413.2465
C -0.1724 0.0012 0.7190 -4.8670 -0.1597 1.2494 0.154
C -0.3241 -0.6154 -0.6439 2.8881 1.3628 1.0390 0.077
C 2.1561 -1.3137 -0.3305 -0.0241 0.3681 -0.4048 -0.411
C 0.1026 1.4701 0.9624 -0.0556 0.0271 -0.4313 -0.667
N 1.1344 -0.4427 -0.8625 0.3122 -0.8307 -1.4133 -0.659
N -0.9952 0.1960 -1.6060 -0.8314 0.1175 0.3720 -0.851
O -1.8109 -0.2352 1.3173 1.3456 0.8260 -0.6033 -0.400
O -2.6266 0.7831 0.6239 0.3286 -0.5945 0.8628 -0.533
H -3.2390 0.9960 1.3449 0.1806 0.0209 -0.2643 0.473
H 1.3777 0.4455 -1.2853 -0.0310 -0.4267 0.1342 0.395
H 0.2928 -0.6422 1.4628 0.0523 -0.1453 -0.3286 0.205
H -0.6132 -1.6662 -0.6188 0.1112 -0.0432 0.1565 0.183
H -1.1558 -0.3542 -2.4432 -0.1328 0.1899 0.0486 0.367
H -1.8860 0.4816 -1.1798 0.3077 -0.1186 -0.6022 0.402
H 2.7679 -0.7812 0.4019 0.1790 -0.1828 0.1442 0.178
H 2.8010 -1.6717 -1.1382 0.1358 -0.1104 0.1551 0.193
H 1.7226 -2.1907 0.1554 -0.1114 0.1392 -0.0484 0.200
H -0.1911 2.0978 0.1187 0.1398 -0.1862 -0.0280 0.234
H 1.1582 1.6346 1.1924 -0.0868 -0.0253 -0.0569 0.216
H -0.4989 1.8073 1.8092 0.1591 -0.2280 0.0192 0.243